Formula: C4H12
Source: the OMol25 dataset
Level of theory: ωB97M-V with the def2-TZVPD basis set

Summary:
⟨S²⟩ ... 0.7503
HOMO-LUMO gap (spin up / spin down) ... 2.60 / 11.98 eV
HOMO level (spin up / spin down) ... 0.0571 / -0.2742 hartree

ORCA input file:
```
! wB97M-V def2-TZVPD RIJCOSX def2/J DEFGRID3
* xyz -1 2
H 0.530 0.462 0.612
C 0.379 2.039 2.111
H -0.707 0.159 -1.822
H 0.729 -0.650 -2.690
C -0.078 -0.666 -1.850
H 1.094 2.427 2.872
C -0.955 -1.997 -1.980
H 1.837 0.381 1.941
H -0.971 -2.424 -2.937
H 0.220 -0.694 -0.827
H -0.713 -2.736 -1.128
C 0.681 0.601 1.697
H -2.020 -1.675 -2.226
H -0.110 -0.066 2.205
H -0.457 2.078 2.688
H 0.540 2.762 1.337
*
```

Löwdin population analysis, charges in e, atoms 1 to 8: H 0.005; C -0.345; H -0.015; H 0.071; C -0.322; H 0.046; C -0.333; H 0.075

Formula: C4H12
Source: the OMol25 dataset
Level of theory: ωB97M-V with the def2-TZVPD basis set

Summary:
⟨S²⟩ ... 0.7503
HOMO-LUMO gap (spin up / spin down) ... 2.86 / 11.43 eV
HOMO level (spin up / spin down) ... 0.0569 / -0.2602 hartree

ORCA input file:
```
! wB97M-V def2-TZVPD RIJCOSX def2/J DEFGRID3
* xyz -1 2
H 2.651 0.888 -1.813
C -1.292 0.006 1.871
H 0.167 1.548 -2.438
C -0.906 -1.353 1.466
C 0.440 0.577 -1.970
H 1.733 1.577 -0.423
H -0.513 -0.054 -1.717
H -0.446 -1.970 2.205
H -0.933 0.133 2.889
H -0.374 -1.263 0.613
H 0.691 0.003 -2.899
H 1.879 -0.150 -0.795
H -0.808 0.889 1.306
H -1.669 -1.945 1.029
H -2.309 0.325 1.840
C 1.688 0.788 -1.165
*
```

Löwdin population analysis, charges in e, atoms 1 to 8: H 0.063; C -0.267; H 0.010; C -0.280; C -0.472; H 0.034; H 0.053; H 0.051

Formula: C4H12
Source: the OMol25 dataset
Level of theory: ωB97M-V with the def2-TZVPD basis set

Summary:
⟨S²⟩ ... 0.7503
HOMO-LUMO gap (spin up / spin down) ... 2.85 / 11.68 eV
HOMO level (spin up / spin down) ... 0.0547 / -0.2685 hartree

ORCA input file:
```
! wB97M-V def2-TZVPD RIJCOSX def2/J DEFGRID3
* xyz -1 2
H -0.083 0.057 -1.138
H -1.544 -2.544 -2.149
H 2.368 1.367 1.117
C 0.462 1.338 2.370
H 0.686 -1.494 -1.801
H -0.103 -1.577 -0.401
H 1.104 0.331 0.456
H -2.337 -1.234 -1.331
H 1.237 0.827 3.129
H -0.477 0.724 2.140
C -1.598 -1.441 -2.098
H 0.210 2.346 2.699
H -1.831 -0.998 -3.122
C 1.232 1.326 1.083
H 0.908 2.070 0.396
C -0.233 -1.098 -1.350
*
```

Löwdin population analysis, charges in e, atoms 1 to 8: H 0.052; H 0.024; H 0.055; C -0.306; H 0.000; H -0.014; H 0.054; H 0.014

Formula: C4H12
Source: the OMol25 dataset
Level of theory: ωB97M-V with the def2-TZVPD basis set

Summary:
HOMO-LUMO gap ... 12.57 eV
SMILES ... CC.CC
HOMO level ... -0.4216 hartree

ORCA input file:
```
! wB97M-V def2-TZVPD RIJCOSX def2/J DEFGRID3
* xyz 0 1
H 1.353 -1.245 0.202
H -3.501 0.914 0.494
H 2.964 1.038 -0.660
H 3.214 -1.303 -0.055
H 1.233 1.090 -0.551
C 2.243 -0.949 -0.340
H 2.377 1.053 0.813
H -2.722 -1.393 0.151
C 2.218 0.590 -0.213
H 1.931 -1.055 -1.316
C -1.997 -0.602 0.391
H -1.719 1.427 0.746
C -2.411 0.831 0.104
H -1.574 -0.640 1.476
H -2.449 0.993 -0.992
H -1.161 -0.751 -0.252
*
```

Löwdin population analysis, charges in e, atoms 1 to 8: H 0.051; H 0.085; H -0.018; H 0.066; H 0.091; C -0.130; H 0.081; H 0.065

Formula: C4H12
Source: the OMol25 dataset
Level of theory: ωB97M-V with the def2-TZVPD basis set

Summary:
HOMO-LUMO gap ... 12.22 eV
SMILES ... CC.CC
HOMO level ... -0.4064 hartree

ORCA input file:
```
! wB97M-V def2-TZVPD RIJCOSX def2/J DEFGRID3
* xyz 0 1
H -0.997 -0.099 1.003
C -0.879 0.578 1.817
C 0.700 -1.756 -2.231
H 1.653 -1.548 -0.177
H 0.643 -2.768 -2.070
H 0.212 -0.785 -0.249
H 1.547 -0.097 -1.216
H -1.733 0.423 2.434
H 1.320 -1.504 -3.076
C -0.840 2.086 1.315
H -0.527 2.150 0.326
C 1.106 -0.999 -0.943
H -1.770 2.580 1.322
H -0.152 2.620 2.006
H 0.003 0.492 2.423
H -0.285 -1.372 -2.683
*
```

Löwdin population analysis, charges in e, atoms 1 to 8: H 0.018; C -0.132; C -0.153; H 0.062; H 0.020; H 0.052; H 0.034; H 0.045

Formula: C4H12
Source: the OMol25 dataset
Level of theory: ωB97M-V with the def2-TZVPD basis set

Summary:
HOMO-LUMO gap ... 12.67 eV
SMILES ... CC.CC
HOMO level ... -0.4253 hartree

ORCA input file:
```
! wB97M-V def2-TZVPD RIJCOSX def2/J DEFGRID3
* xyz 0 1
C 0.438 -2.160 -1.580
H -0.862 -1.456 0.016
C -0.689 -2.351 -0.588
H -0.007 3.683 0.583
H -1.287 2.034 1.570
H -0.240 0.720 1.404
H 0.162 -2.704 -2.480
H 1.492 2.983 0.937
H -0.486 -3.181 0.095
C -0.215 1.792 1.586
H -1.655 -2.589 -1.027
H 0.528 2.183 -0.369
H 0.719 -1.125 -1.752
H 1.371 -2.630 -1.261
C 0.497 2.719 0.571
H 0.073 1.997 2.615
*
```

Löwdin population analysis, charges in e, atoms 1 to 8: C -0.171; H 0.047; C -0.175; H 0.059; H 0.058; H 0.041; H 0.061; H 0.056

Computed ΔE to the lowest compared entry with this formula, charge and spin, in the same sequence as the records: 43.4; 35.5; 28.0; 30.5; 21.1; 9.6 kcal/mol.
Computed energy, in the same sequence as the records: -159.4609; -159.4736; -159.4855; -159.5363; -159.5514; -159.5697 a.u..